Entry 1:
67
Properties=species:S:1:pos:R:3 method="wB97M-V/def2-TZVPD" orbital_gap_ha=0.2994 total_charge=+1 lumo_energy_ev=-3.34 e_homo_ev=-11.49
C 2.868 3.789 0.756
C 1.876 2.893 1.440
O 0.754 3.242 1.677
O 2.349 1.670 1.737
C 1.770 1.098 2.930
C 0.566 0.228 2.565
C 0.971 -1.237 2.278
C -0.208 -2.224 2.469
C -0.443 -3.126 1.243
C -1.829 -2.931 0.561
C -1.781 -1.882 -0.511
C -1.301 -2.255 -1.759
C -1.175 -1.348 -2.800
C -0.672 -1.828 -4.132
C 0.356 -0.932 -4.780
C 0.043 0.296 -5.354
C 1.031 1.059 -5.953
C 2.346 0.619 -5.997
C 2.677 -0.610 -5.435
C 4.103 -1.102 -5.487
C 1.679 -1.367 -4.832
C -1.545 -0.032 -2.542
C -2.017 0.310 -1.300
N -2.151 -0.592 -0.308
C -2.699 -0.185 1.005
C -3.501 1.116 0.992
N -4.007 1.270 2.344
H 2.685 3.777 -0.314
H 2.712 4.793 1.130
H 3.882 3.470 0.961
H 2.530 0.501 3.419
H 1.469 1.875 3.623
H -0.180 0.252 3.356
H 0.157 0.617 1.638
H 1.802 -1.523 2.914
H 1.331 -1.263 1.250
H 0.059 -2.855 3.309
H -1.114 -1.683 2.717
H -0.388 -4.177 1.506
H 0.298 -2.938 0.471
H -2.623 -2.796 1.286
H -2.047 -3.863 0.049
H -1.015 -3.280 -1.920
H -0.200 -2.791 -3.956
H -1.495 -2.033 -4.816
H -0.984 0.632 -5.356
H 0.794 2.004 -6.419
H 3.116 1.206 -6.471
H 4.671 -0.479 -6.170
H 4.158 -2.134 -5.815
H 4.545 -0.993 -4.500
H 1.916 -2.333 -4.406
H -1.452 0.711 -3.312
H -2.283 1.335 -1.126
H -3.371 -0.942 1.377
H -1.881 -0.049 1.702
H -4.367 0.947 0.353
H -2.909 1.961 0.638
H -4.647 2.044 2.426
H -3.263 1.338 3.023
C -0.409 2.397 6.944
N -0.128 1.081 6.306
O -1.028 0.271 6.250
O 0.994 0.908 5.874
H -1.440 2.403 7.275
H 0.274 2.504 7.781
H -0.228 3.165 6.198



Entry 2:
74
Properties=species:S:1:pos:R:3 method="wB97M-V/def2-TZVPD" orbital_gap_ha=0.3576 smiles="[H]/N=C/C[C@](C#N)(CC#N)CCN(CC)C(C)=O.C[C@@H]1COC(=O)O1.C[C@@H]1COC(=O)O1.C[C@@H]1COC(=O)O1" lumo_energy_ev=0.56 e_homo_ev=-9.17
H 1.365 1.140 0.919
N 1.250 0.731 -0.009
C 0.303 1.333 -0.606
C -0.154 0.985 -1.998
C 0.922 0.432 -2.967
C 2.008 1.444 -3.072
N 2.859 2.192 -3.144
C 0.259 0.279 -4.371
C 0.008 1.570 -5.046
N -0.207 2.575 -5.527
C 1.612 -0.899 -2.525
C 0.753 -1.924 -1.772
N 0.190 -2.970 -2.659
C 0.068 -4.289 -2.016
C -1.155 -4.476 -1.094
C -1.002 -2.567 -3.308
C -1.171 -3.125 -4.703
O -1.790 -1.788 -2.820
H -0.248 2.142 -0.108
H -0.616 1.872 -2.456
H -0.959 0.235 -1.916
H -0.719 -0.202 -4.243
H 0.910 -0.323 -5.015
H 1.990 -1.394 -3.433
H 2.489 -0.649 -1.922
H -0.033 -1.446 -1.178
H 1.396 -2.441 -1.050
H 0.987 -4.468 -1.448
H 0.049 -5.051 -2.808
H -0.854 -4.992 -0.173
H -1.592 -3.515 -0.800
H -1.920 -5.105 -1.566
H -2.202 -3.004 -5.044
H -0.843 -4.169 -4.747
H -0.498 -2.558 -5.362
C -5.241 1.436 -0.909
C -4.529 0.193 -0.450
C -4.614 -0.116 1.032
O -3.394 -0.830 1.263
C -2.498 -0.423 0.331
O -1.339 -0.692 0.350
O -3.105 0.325 -0.613
H -4.998 1.651 -1.949
H -6.320 1.302 -0.825
H -4.942 2.297 -0.309
H -4.842 -0.674 -1.039
H -5.464 -0.735 1.309
H -4.604 0.793 1.637
C 2.560 3.923 4.523
C 1.584 4.087 3.390
C 0.404 5.003 3.653
O -0.613 4.456 2.798
C -0.334 3.148 2.623
O -1.048 2.342 2.111
O 0.890 2.849 3.104
H 3.277 3.140 4.294
H 3.103 4.852 4.700
H 2.039 3.644 5.441
H 2.101 4.385 2.473
H 0.582 6.043 3.394
H 0.058 4.932 4.687
C 2.524 -2.629 3.097
C 3.042 -1.337 3.671
C 2.120 -0.144 3.535
O 3.050 0.948 3.491
C 4.226 0.474 3.007
O 5.145 1.161 2.691
O 4.199 -0.875 2.945
H 3.304 -3.389 3.106
H 1.680 -2.988 3.686
H 2.200 -2.486 2.065
H 3.346 -1.468 4.714
H 1.432 -0.011 4.365
H 1.561 -0.166 2.597



Entry 3:
69
Properties=species:S:1:pos:R:3 method="wB97M-V/def2-TZVPD" orbital_gap_ha=0.2934 smiles="Cc1ccc2nc(NCCCN3CCOCC3)c(/C=N/CCCN3CCOCC3)c(=O)n2c1" lumo_energy_ev=-0.05 e_homo_ev=-8.03
C 5.957 5.809 -3.591
C 5.238 4.564 -3.180
C 5.938 3.339 -3.045
C 5.279 2.211 -2.673
C 3.882 2.230 -2.413
N 3.275 1.124 -2.068
C 1.950 1.150 -1.825
N 1.354 0.010 -1.488
C 2.049 -1.242 -1.342
C 1.430 -2.085 -0.228
C 0.156 -2.792 -0.696
N -0.689 -3.184 0.416
C -0.097 -4.201 1.267
C -1.019 -4.444 2.463
O -2.305 -4.846 2.060
C -2.872 -3.879 1.202
C -1.993 -3.651 -0.026
C 1.189 2.339 -1.918
C -0.218 2.385 -1.652
N -0.916 1.376 -1.302
C -2.317 1.564 -1.053
C -2.656 1.303 0.419
C -2.613 -0.195 0.751
N -2.902 -0.570 2.121
C -1.900 -0.161 3.086
C -2.208 -0.838 4.424
O -3.498 -0.510 4.884
C -4.469 -0.885 3.935
C -4.223 -0.196 2.592
C 1.815 3.555 -2.297
O 1.302 4.652 -2.427
N 3.235 3.436 -2.549
C 3.903 4.558 -2.922
H 6.423 5.670 -4.566
H 5.273 6.650 -3.646
H 6.745 6.043 -2.876
H 6.999 3.316 -3.242
H 5.775 1.261 -2.562
H 0.345 0.099 -1.318
H 2.021 -1.802 -2.286
H 3.094 -1.010 -1.122
H 1.185 -1.441 0.617
H 2.165 -2.819 0.103
H -0.430 -2.100 -1.308
H 0.427 -3.656 -1.332
H 0.869 -3.854 1.634
H 0.049 -5.150 0.719
H -0.630 -5.245 3.094
H -1.085 -3.514 3.047
H -3.851 -4.267 0.912
H -2.987 -2.923 1.733
H -2.447 -2.892 -0.663
H -1.910 -4.592 -0.599
H -0.667 3.377 -1.782
H -2.867 0.852 -1.679
H -2.637 2.584 -1.321
H -3.657 1.694 0.614
H -1.945 1.848 1.043
H -1.624 -0.591 0.513
H -3.347 -0.711 0.122
H -0.918 -0.480 2.729
H -1.889 0.931 3.242
H -1.513 -0.505 5.197
H -2.127 -1.930 4.305
H -5.434 -0.591 4.353
H -4.448 -1.977 3.792
H -4.966 -0.529 1.865
H -4.323 0.893 2.736
H 3.275 5.437 -2.993



Entry 4:
67
Properties=species:S:1:pos:R:3 method="wB97M-V/def2-TZVPD" orbital_gap_ha=0.2691 total_charge=+3 lumo_energy_ev=-8.70 e_homo_ev=-16.02
Sc -0.199 2.063 -0.523
C -3.584 2.358 2.237
C -2.433 1.970 1.387
N -2.038 2.642 0.344
C -2.544 3.965 0.026
C -1.625 4.578 -1.048
N -0.205 4.276 -0.719
C 0.764 4.705 -1.753
C 0.659 3.839 -3.013
N 0.719 2.392 -2.674
C 2.082 1.800 -2.776
C 2.644 1.340 -1.412
N 1.563 0.857 -0.577
C 1.677 -0.098 0.272
C 2.941 -0.850 0.507
C 0.383 -0.418 1.022
C 0.483 -0.833 2.466
C -0.636 -0.761 3.213
C -1.788 -0.075 2.737
C -1.585 0.813 1.704
N -0.408 0.807 1.003
H -4.514 2.171 1.699
H -3.567 3.422 2.471
H -3.611 1.805 3.169
H -2.544 4.590 0.930
H -3.570 3.928 -0.357
H -1.801 5.659 -1.111
H -1.868 4.134 -2.023
H 0.007 4.828 0.117
H 1.768 4.593 -1.324
H 0.625 5.756 -2.038
H 1.470 4.119 -3.697
H -0.282 4.037 -3.534
H 0.165 1.917 -3.391
H 2.782 2.522 -3.206
H 2.048 0.936 -3.446
H 3.108 2.186 -0.886
H 3.416 0.582 -1.584
H 3.733 -0.146 0.762
H 3.254 -1.369 -0.400
H 2.854 -1.558 1.322
H 1.424 -1.135 2.893
H -0.645 -1.114 4.230
H -2.714 -0.136 3.278
C 1.499 -5.906 1.681
N 0.962 -4.907 0.732
C 1.942 -4.614 -0.329
C 0.474 -3.655 1.389
C -0.440 -2.876 0.454
C -1.432 -3.627 -0.185
C -2.270 -3.095 -1.143
C -2.098 -1.775 -1.527
C -1.163 -1.006 -0.862
C -0.372 -1.504 0.176
H 1.750 -6.824 1.145
H 0.763 -6.151 2.447
H 2.400 -5.527 2.161
H 0.145 -5.333 0.278
H 2.869 -4.258 0.118
H 1.542 -3.861 -1.006
H 2.166 -5.517 -0.897
H 1.347 -3.079 1.691
H -0.078 -3.934 2.293
H -1.600 -4.652 0.114
H -3.033 -3.708 -1.595
H -2.713 -1.349 -2.302
H -1.067 0.062 -1.131



Entry 5:
73
Properties=species:S:1:pos:R:3 method="wB97M-V/def2-TZVPD" orbital_gap_ha="0.2612 / 0.1718" total_charge=+2 s2=2.030 spin_multiplicity=3 lumo_energy_ev="-5.68 / -8.52" e_homo_ev="-12.79 / -13.19"
Au 1.155 -1.859 -1.879
Br 2.119 -7.987 1.163
C 1.291 -6.452 0.511
C 0.383 -5.771 1.322
Br -0.595 -6.732 2.692
C 0.018 -4.436 1.114
Br -0.818 -3.491 2.485
C 0.454 -3.778 -0.016
O 0.175 -2.561 -0.307
C 1.036 -4.674 -1.067
O 1.293 -4.071 -2.204
C 1.411 -5.999 -0.773
Br 2.457 -6.863 -2.213
I 0.364 1.609 -6.679
C 1.589 0.507 -5.396
C 2.891 0.199 -5.784
C 3.725 -0.485 -4.935
C 3.181 -1.052 -3.848
N 1.925 -0.855 -3.482
C 1.137 0.032 -4.190
H 3.273 0.628 -6.701
H 4.807 -0.425 -5.151
H 3.764 -1.685 -3.208
H 0.088 0.140 -3.887
C -4.099 0.801 4.033
Ge -4.831 2.130 2.808
C -6.564 2.542 3.475
C -3.683 3.608 2.386
C -5.241 1.201 0.910
Se -3.869 0.021 0.389
C -4.320 -1.658 1.275
H -3.623 1.373 4.847
H -3.433 0.089 3.614
H -4.933 0.295 4.449
H -6.352 3.147 4.380
H -7.128 1.609 3.816
H -7.432 2.941 2.944
H -3.428 4.088 3.354
H -4.185 4.349 1.663
H -2.831 3.227 1.845
H -5.287 1.915 0.123
H -6.228 0.825 1.124
H -4.479 -1.434 2.359
H -3.485 -2.275 1.091
H -5.147 -2.127 0.758
C 1.812 5.204 -2.081
C 2.131 3.945 -1.279
C 2.566 2.723 -2.145
C 2.687 1.423 -1.361
Ge 1.048 0.540 -0.781
C 0.865 0.473 1.192
C 1.694 -0.496 1.990
C 3.170 -0.362 1.796
C 3.847 -1.610 2.486
H 1.385 5.928 -1.479
H 1.169 5.096 -2.941
H 2.716 5.738 -2.452
H 1.167 3.730 -0.749
H 2.991 4.136 -0.584
H 3.470 2.907 -2.771
H 1.818 2.582 -2.952
H 3.294 1.537 -0.443
H 3.171 0.607 -1.867
H -0.189 0.898 -1.578
H -0.172 0.200 1.416
H 0.962 1.552 1.573
H 1.313 -1.456 1.762
H 1.437 -0.438 3.066
H 3.549 0.581 2.233
H 3.437 -0.322 0.737
H 3.727 -1.574 3.577
H 4.912 -1.590 2.321
H 3.475 -2.557 2.108



Entry 6:
75
Properties=species:S:1:pos:R:3 method="wB97M-V/def2-TZVPD" orbital_gap_ha=0.1449 lumo_energy_ev=-2.19 e_homo_ev=-6.13
C 6.892 -1.776 1.938
C 6.359 -0.957 0.686
N 5.075 -1.540 0.185
C 4.062 -0.569 -0.042
C 2.856 -0.398 0.798
C 2.641 -1.287 2.066
O 2.672 -2.483 1.959
O 2.370 -0.768 3.329
C 3.338 0.199 3.740
C 2.710 1.150 4.843
O 1.704 0.911 5.409
Cl 3.682 2.667 5.142
C 1.853 0.626 0.420
C 0.599 0.755 1.340
C -0.323 -0.542 1.193
C -1.838 -0.185 1.444
C -2.658 -1.528 1.275
C -4.185 -1.388 1.687
C -4.928 -0.596 0.521
C -6.454 -1.051 0.512
S -7.545 0.265 1.267
C -8.320 1.047 -0.158
N -9.031 2.180 0.049
N -9.532 2.533 -1.168
C -9.089 1.622 -2.066
O -8.327 0.631 -1.472
C 2.065 1.470 -0.789
P 0.707 2.679 -1.195
C 1.022 4.390 -0.490
C 0.292 2.698 -3.010
N 3.262 1.286 -1.528
S 3.612 2.256 -2.911
C 4.208 0.323 -1.180
F 5.341 0.185 -1.936
H 7.987 -2.009 1.843
H 6.678 -1.152 2.849
H 6.365 -2.764 2.051
H 6.176 0.124 0.926
H 7.092 -1.006 -0.169
H 4.743 -2.320 0.752
H 4.250 -0.320 4.167
H 3.703 0.882 2.925
H 0.953 0.916 2.403
H -0.049 1.635 1.100
H -0.009 -1.312 1.948
H -0.132 -0.931 0.147
H -1.948 0.183 2.510
H -2.199 0.631 0.758
H -2.191 -2.268 1.993
H -2.560 -1.972 0.246
H -4.596 -2.432 1.724
H -4.325 -0.848 2.659
H -4.421 -0.774 -0.465
H -4.890 0.517 0.700
H -6.598 -1.994 1.107
H -6.769 -1.298 -0.539
H -9.406 1.752 -3.122
H 0.051 4.725 -0.018
H 1.756 4.341 0.369
H 1.309 5.170 -1.242
H 0.280 1.615 -3.351
H -0.673 3.203 -3.261
H 1.089 3.199 -3.642
H 3.698 1.449 -4.023
C 0.929 -1.591 -3.930
C 0.069 -1.618 -2.652
C -1.076 -2.630 -2.843
O -0.474 -0.393 -2.476
H 0.350 -1.296 -4.810
H 1.770 -0.893 -3.828
H 1.352 -2.584 -4.135
H 0.721 -2.042 -1.856
H -1.720 -2.368 -3.688
H -1.702 -2.695 -1.948
H -0.675 -3.634 -3.036



Entry 7:
68
Properties=species:S:1:pos:R:3 method="wB97M-V/def2-TZVPD" orbital_gap_ha="0.2519 / 0.2545" total_charge=-1 s2=6.020 spin_multiplicity=5 lumo_energy_ev="2.43 / 2.41" e_homo_ev="-4.42 / -4.52"
Co 0.040 0.181 -0.135
C 1.229 3.162 3.793
Se 0.680 2.780 1.877
C 2.516 2.868 1.196
C 3.317 1.606 1.430
Se 3.291 0.335 -0.083
C 4.122 -1.081 0.999
H 1.725 4.123 3.906
H 1.876 2.365 4.155
H 0.313 3.156 4.377
H 2.988 3.725 1.685
H 2.403 3.074 0.133
H 2.936 1.050 2.290
H 4.379 1.830 1.593
H 5.009 -0.681 1.487
H 4.400 -1.910 0.355
H 3.396 -1.407 1.740
N 0.819 -4.675 5.324
C 0.754 -3.868 4.504
C 0.686 -2.888 3.503
C 1.122 -3.179 2.206
C 1.052 -2.215 1.223
C 0.525 -0.933 1.456
C 0.108 -0.672 2.771
C 0.187 -1.611 3.778
H 1.512 -4.165 1.988
H 1.408 -2.468 0.232
H -0.291 0.307 3.016
H -0.142 -1.377 4.782
C -0.269 4.273 -0.902
C -0.117 2.842 -1.457
C -1.464 2.436 -2.093
C 0.950 2.867 -2.577
N 0.283 1.943 -0.445
H -0.601 4.934 -1.700
H 0.681 4.634 -0.510
H -1.000 4.281 -0.095
H -1.692 3.077 -2.943
H -2.263 2.529 -1.361
H -1.414 1.402 -2.425
H 0.742 3.669 -3.283
H 0.946 1.919 -3.108
H 1.939 3.014 -2.146
C -2.159 -2.907 -3.557
Si -0.770 -1.966 -2.619
C -0.024 -0.807 -3.954
C 0.585 -3.282 -2.261
N -1.183 -1.029 -1.246
C -2.354 -1.002 -0.550
C -3.358 -1.983 -0.617
C -4.535 -1.850 0.089
C -4.761 -0.760 0.914
C -3.759 0.189 1.048
C -2.593 0.077 0.328
H -1.830 -3.133 -4.569
H -3.071 -2.321 -3.627
H -2.411 -3.851 -3.080
H 0.409 -1.377 -4.773
H 0.770 -0.207 -3.520
H -0.763 -0.132 -4.379
H 0.747 -3.943 -3.108
H 0.325 -3.900 -1.407
H 1.532 -2.795 -2.047
H -3.189 -2.864 -1.215
H -5.290 -2.623 0.012
H -5.693 -0.659 1.452
H -3.890 1.025 1.722
H -1.814 0.847 0.428



no.,F_max (hartree/bohr)
1,0.0229
2,0.0412
3,0.0181
4,0.0263
5,0.0697
6,0.0710
7,0.0275